# 1
{"formula": "C29H17CoN7S2", "method": "ωB97M-V with the def2-TZVPD basis set", "lumo_ha": [-0.1410, -0.1956], "orbital_gap_ev": [7.0153, 5.7628], "charge": 1, "multiplicity": 5, "symbols": ["Co", "C", "C", "C", "C", "N", "C", "C", "C", "C", "C", "C", "N", "C", "C", "C", "C", "C", "N", "H", "H", "H", "H", "H", "H", "H", "H", "H", "H", "H", "S", "C", "C", "C", "C", "N", "C", "C", "C", "S", "C", "N", "H", "H", "N", "C", "C", "C", "C", "N", "C", "C", "H", "H", "H", "H"], "coordinates": [[-0.07710, -0.58879, 0.40072], [-2.72463, 0.83915, -2.92537], [-3.53947, 1.74651, -2.27336], [-3.45053, 1.86416, -0.89386], [-2.53732, 1.07957, -0.21227], [-1.74071, 0.20815, -0.84818], [-1.84227, 0.08464, -2.16806], [-2.36545, 1.12393, 1.26606], [-3.10128, 1.92557, 2.12420], [-2.83969, 1.85015, 3.48304], [-1.87208, 0.97900, 3.95784], [-1.17629, 0.20515, 3.04174], [-1.42681, 0.30362, 1.73594], [-0.14378, -0.81131, 3.39302], [0.27889, -1.05852, 4.68611], [1.19855, -2.07458, 4.90419], [1.65710, -2.81346, 3.82805], [1.19903, -2.48864, 2.56183], [0.32766, -1.50788, 2.34867], [-2.76847, 0.70851, -3.99732], [-4.24289, 2.35401, -2.82671], [-4.09077, 2.55673, -0.36647], [-1.19602, -0.65178, -2.63039], [-3.86744, 2.59021, 1.75282], [-3.40119, 2.46253, 4.17582], [-1.67797, 0.90121, 5.01732], [-0.10004, -0.47832, 5.51516], [1.54610, -2.28612, 5.90653], [2.36125, -3.62292, 3.95782], [1.53790, -3.02275, 1.68266], [-0.52452, -2.70373, -0.68263], [0.79954, -2.84891, -1.72901], [0.74119, -3.81114, -2.77154], [1.78230, -3.98351, -3.63598], [1.67798, -4.94820, -4.69860], [1.59380, -5.71412, -5.55023], [2.96960, -3.20217, -3.48760], [3.06328, -2.27841, -2.48479], [1.99049, -2.05774, -1.58408], [2.17159, -0.88449, -0.36380], [4.07188, -3.37669, -4.39493], [4.95226, -3.49786, -5.12239], [-0.14995, -4.41367, -2.88168], [3.96771, -1.69652, -2.37357], [1.46974, 6.86691, -1.21847], [1.29676, 5.76551, -0.94488], [1.06171, 4.38524, -0.60221], [1.13910, 3.39202, -1.57099], [0.88695, 2.08692, -1.19318], [0.56090, 1.73635, 0.05276], [0.50517, 2.69684, 0.97753], [0.74812, 4.02980, 0.70346], [1.39568, 3.63083, -2.59305], [0.95370, 1.28555, -1.91919], [0.25640, 2.38810, 1.98746], [0.69433, 4.77535, 1.48403]], "forces_ev_per_angstrom": [[0.1141, 0.0927, -0.0472], [-0.0024, -0.0136, -0.0037], [-0.0064, 0.0143, 0.0045], [-0.0714, 0.0411, -0.0028], [0.0403, -0.0371, 0.0396], [0.0724, 0.0442, -0.0071], [-0.0106, -0.0065, -0.0001], [0.0231, -0.0531, -0.0610], [-0.0596, 0.0402, 0.0141], [-0.0144, 0.0094, 0.0239], [-0.0032, 0.0161, 0.0532], [0.0047, -0.0677, -0.0390], [-0.0415, -0.0267, 0.0203], [-0.0812, -0.0078, -0.0526], [-0.0199, -0.0065, 0.0755], [-0.0016, 0.0075, 0.0061], [-0.0077, -0.0171, 0.0205], [0.0180, -0.0203, -0.0267], [0.0383, 0.1570, 0.0260], [0.0002, -0.0043, 0.0114], [0.0009, -0.0053, 0.0026], [0.0165, -0.0042, -0.0145], [0.0264, 0.0011, 0.0107], [0.0152, -0.0102, 0.0105], [0.0049, 0.0022, -0.0036], [-0.0072, 0.0066, -0.0080], [0.0114, -0.0159, -0.0039], [-0.0062, -0.0050, -0.0087], [-0.0067, 0.0151, -0.0038], [0.0071, 0.0275, -0.0112], [-0.0612, -0.0125, -0.0046], [0.0288, 0.0035, 0.0850], [0.0167, -0.0347, -0.0134], [0.0193, -0.0907, -0.1378], [0.0672, 0.0522, 0.0416], [-0.0263, 0.0298, 0.0470], [0.0834, -0.0055, -0.0521], [-0.0414, -0.0263, 0.0302], [0.0228, -0.0326, 0.0673], [-0.0232, -0.0425, -0.3063], [-0.0765, -0.0090, 0.0040], [-0.0205, 0.0053, 0.0435], [-0.0158, 0.0262, 0.0270], [-0.0112, 0.0102, 0.0015], [-0.0063, -0.0554, 0.0175], [-0.0024, -0.0419, -0.0006], [0.0089, 0.0754, -0.0243], [0.0174, 0.0333, -0.0307], [-0.0096, -0.0167, 0.0082], [-0.0177, -0.0034, 0.1290], [0.0077, -0.0613, 0.0233], [0.0011, 0.0444, 0.0339], [-0.0094, -0.0040, 0.0002], [-0.0022, -0.0037, 0.0219], [-0.0033, 0.0032, -0.0357], [0.0003, -0.0166, -0.0008]], "nbo_charge": [1.328, -0.230, -0.131, -0.210, 0.134, -0.507, 0.073, 0.280, -0.232, -0.126, -0.216, 0.192, -0.548, 0.148, -0.212, -0.126, -0.229, 0.093, -0.521, 0.245, 0.241, 0.231, 0.219, 0.236, 0.243, 0.238, 0.230, 0.240, 0.245, 0.224, -0.046, -0.222, -0.150, -0.111, 0.241, -0.230, -0.120, -0.122, -0.194, -0.158, 0.251, -0.231, 0.249, 0.243, -0.222, 0.238, -0.113, -0.148, 0.037, -0.505, 0.043, -0.195, 0.243, 0.217, 0.202, 0.248]}


# 2
{"formula": "C19H62O19", "method": "ωB97M-V with the def2-TZVPD basis set", "lumo_ha": 0.0032, "orbital_gap_ev": 9.8252, "smiles": "OCCO.OCCO.OCCO.OCCO.OCCO.OCCO.OCCO.CO.CO.CO.CO.CO", "charge": 0, "e_above_lowest_kj_mol": 381.5, "symbols": ["O", "C", "C", "O", "H", "H", "H", "H", "H", "H", "O", "C", "C", "O", "H", "H", "H", "H", "H", "H", "O", "C", "C", "O", "H", "H", "H", "H", "H", "H", "O", "C", "C", "O", "H", "H", "H", "H", "H", "H", "O", "C", "C", "O", "H", "H", "H", "H", "H", "H", "O", "C", "C", "O", "H", "H", "H", "H", "H", "H", "O", "C", "C", "O", "H", "H", "H", "H", "H", "H", "C", "O", "H", "H", "H", "H", "C", "O", "H", "H", "H", "H", "C", "O", "H", "H", "H", "H", "C", "O", "H", "H", "H", "H", "C", "O", "H", "H", "H", "H"], "coordinates": [[-2.97447, 1.74540, 1.34834], [-3.28188, 2.12330, 2.66713], [-2.05274, 1.87951, 3.58175], [-1.74897, 0.45906, 3.69284], [-2.37535, 1.00071, 1.25841], [-3.66423, 3.13570, 2.53693], [-4.10247, 1.54360, 3.08986], [-2.25111, 2.42572, 4.50392], [-1.11653, 2.26951, 3.18235], [-2.52758, -0.02205, 3.98247], [1.30428, -0.27655, 1.36755], [1.04142, 0.19933, 0.05469], [0.28103, -0.82997, -0.71515], [-0.97049, -1.27147, -0.17282], [0.48487, -0.34846, 1.86250], [0.59804, 1.19105, 0.14421], [2.03649, 0.26837, -0.38482], [0.90350, -1.70767, -0.88903], [0.06549, -0.40745, -1.69655], [-1.07052, -2.16696, -0.50404], [2.87281, 0.74164, 7.44035], [2.83001, -0.10955, 6.34598], [2.07594, -1.43735, 6.66318], [2.97924, -2.31437, 7.36516], [3.59638, 1.37243, 7.42759], [2.32134, 0.35873, 5.50333], [3.79272, -0.27909, 5.86373], [1.63755, -1.81807, 5.74069], [1.20042, -1.25209, 7.28545], [3.20975, -1.82287, 8.15693], [-1.37888, -5.16340, -0.60801], [-0.49641, -5.73781, 0.27254], [-0.77429, -5.42952, 1.73421], [-1.96045, -6.11578, 2.20926], [-2.23844, -5.24953, -0.18927], [-0.53593, -6.80535, 0.05599], [0.53014, -5.42443, 0.08251], [-0.82172, -4.34421, 1.82332], [0.09489, -5.76185, 2.30181], [-2.06995, -5.81563, 3.11453], [-5.11750, -4.23091, 0.12240], [-6.12257, -5.04850, -0.47008], [-6.37629, -6.38693, 0.30348], [-5.19153, -7.22761, 0.29611], [-5.30456, -3.32736, -0.14257], [-7.02270, -4.43403, -0.45365], [-5.90139, -5.13216, -1.53412], [-7.16815, -6.96185, -0.17664], [-6.69889, -6.18051, 1.32398], [-4.48869, -6.79423, 0.78581], [-2.05891, 5.67824, -0.32795], [-2.66926, 6.89344, 0.07624], [-1.65623, 7.57545, 1.02293], [-0.58533, 8.12977, 0.33028], [-2.32327, 4.93863, 0.22402], [-2.84378, 7.53660, -0.78632], [-3.63690, 6.87081, 0.57751], [-1.27739, 6.84476, 1.73754], [-2.08673, 8.33896, 1.67087], [0.02640, 7.41608, 0.13520], [2.53146, 2.20218, -6.05849], [2.54947, 0.93136, -5.40530], [3.96670, 0.83471, -4.75455], [4.23532, -0.33542, -4.00031], [2.33405, 2.85935, -5.38711], [1.68484, 0.90650, -4.74206], [2.51654, 0.08469, -6.09099], [4.12572, 1.63093, -4.02733], [4.79747, 0.92161, -5.45482], [4.53635, -1.04426, -4.57350], [-3.39591, -2.86508, -4.95409], [-3.41231, -2.36262, -6.27486], [-3.28833, -3.94973, -4.96282], [-2.61496, -2.32634, -4.41746], [-4.32719, -2.57544, -4.46735], [-3.95244, -2.89560, -6.86290], [1.96375, -4.56036, -4.60962], [2.67569, -3.99878, -5.71284], [1.44160, -3.72064, -4.15098], [1.22571, -5.24844, -5.02187], [2.64974, -5.01606, -3.89558], [1.97441, -3.61456, -6.24406], [0.09430, 6.20348, -4.15485], [0.67766, 5.15602, -3.33112], [-0.18943, 7.03470, -3.50934], [0.85367, 6.65329, -4.79449], [-0.70157, 5.81227, -4.78860], [0.16398, 5.21505, -2.52226], [6.76036, 0.53899, 1.80104], [7.86560, 1.39948, 1.72124], [6.15800, 0.59906, 0.89459], [7.07322, -0.48199, 2.01967], [6.02797, 0.88065, 2.53248], [8.44901, 1.16016, 2.44509], [2.56145, 5.20253, 2.25523], [2.21241, 5.16821, 0.93442], [1.96993, 4.52514, 2.87113], [3.59877, 4.89400, 2.38511], [2.37512, 6.21406, 2.61605], [2.89162, 4.66569, 0.47862]], "forces_ev_per_angstrom": [[-0.4346, 0.2082, -1.0077], [1.4083, -0.8305, -0.2383], [-0.4184, 0.0473, -0.4872], [-0.2764, 1.1345, 0.0124], [-0.0144, -0.2866, 0.5046], [0.4265, 0.2573, 0.6812], [-0.2766, -0.3062, 0.0019], [0.1338, -0.5626, 0.5952], [-0.2576, 0.2830, -0.2680], [-0.1951, 0.0199, 0.1116], [0.4226, -0.0389, 0.5141], [0.2303, -0.5696, 1.4047], [-0.6162, -0.2220, -1.4691], [0.4602, 0.4873, 0.4916], [-0.2455, -0.0208, -0.0517], [-0.2960, 0.0400, -0.4914], [-0.1471, 0.2755, -0.3306], [0.2844, 0.0459, 0.2058], [0.1136, 0.1216, -0.3323], [-0.2942, -0.1542, 0.1487], [-0.1116, 0.1793, 1.3465], [-0.9821, -0.6480, -1.8312], [1.1902, 1.3358, 0.5921], [-0.7955, -0.1132, -0.7870], [0.0614, -0.1942, -0.3200], [-0.6870, 0.3429, -0.0068], [0.4438, -0.5814, 0.6216], [0.7715, -0.6703, -0.0366], [-0.0039, 0.3844, 0.2188], [0.1025, -0.0272, 0.1777], [-0.8852, 1.4384, -0.7504], [0.7038, -1.2781, 0.9685], [0.2044, -0.6663, -0.2664], [0.6918, 0.7506, -0.5525], [-0.4846, 0.1020, -0.2461], [0.3047, -0.4453, 0.5907], [-0.0394, 0.2976, -0.2654], [-0.3991, 0.1588, 0.1947], [0.0616, -0.0993, 0.1607], [-0.2676, -0.1004, 0.1088], [0.4572, -0.4985, 0.4706], [-0.8934, 0.2302, 0.2399], [1.6731, 0.6299, -0.7754], [-1.0786, 0.3332, -0.1580], [0.1532, 0.0197, 0.0644], [-0.6066, -0.3595, 0.1528], [0.1833, -0.8513, -0.0448], [0.1281, 0.0951, -0.1632], [0.0948, 0.1764, 0.0927], [0.0396, 0.2160, 0.1670], [-0.5067, -0.1415, -0.6771], [0.9565, 0.9626, 1.1079], [-0.7784, -0.2048, 0.3674], [0.6404, 0.4051, -0.3704], [-0.1274, 0.0557, 0.1198], [0.3386, -0.1663, -0.2238], [-0.1406, -0.8757, 0.1071], [-0.1215, -0.4619, 0.0347], [-0.3006, 0.3524, -0.3779], [0.1571, -0.0428, -0.1504], [-0.1722, -0.4929, -0.6193], [1.6980, 0.5465, 0.3007], [-0.0080, -0.1836, 0.9275], [-0.4654, -0.5298, 0.3648], [-0.0564, 0.0992, 0.0452], [0.3443, -0.4827, 0.4448], [-0.4767, 0.3742, -0.4936], [-0.3125, 0.3181, -0.0974], [-0.5254, 0.3810, -0.7066], [-0.0991, -0.0238, -0.1128], [-0.6646, 0.3692, -0.2748], [0.4457, 0.4282, -0.5447], [0.2628, 0.0312, 0.4065], [0.2360, -0.4232, -0.1035], [-0.2025, -0.2885, 0.2669], [-0.0642, -0.1265, 0.2657], [-0.2687, 0.7592, -0.5018], [0.2797, -0.1603, 0.0150], [-0.1944, -0.2488, 0.5947], [0.0116, -0.4109, 0.5077], [-0.0746, -0.0537, -0.2703], [0.2535, 0.1605, -0.3370], [0.8906, -0.1026, 0.4075], [-0.4392, 0.8033, -0.6487], [-0.6048, -0.0921, -0.0731], [0.2340, -0.4387, -0.1092], [-0.1854, 0.1402, 0.2215], [0.0837, -0.3541, 0.2502], [-0.9099, 0.0478, 0.0525], [0.3247, 0.2198, -0.0947], [0.5612, -0.2458, -0.4120], [-0.2517, -0.1152, -0.1479], [0.1400, -0.0832, 0.6283], [0.1196, 0.1745, -0.0262], [0.3290, 0.1262, 1.7191], [-0.3663, -0.3331, -2.0355], [-0.2545, -0.1839, 0.0336], [0.1674, 0.3646, 0.2982], [0.3312, 0.0312, 0.2785], [-0.2723, 0.0297, -0.3166]], "lowdin_charge": [-0.073, -0.241, -0.207, -0.076, 0.070, 0.116, 0.108, 0.109, 0.115, 0.080, -0.075, -0.238, -0.243, -0.067, 0.064, 0.119, 0.124, 0.123, 0.114, 0.067, -0.052, -0.275, -0.208, -0.074, 0.092, 0.102, 0.118, 0.112, 0.112, 0.075, -0.046, -0.289, -0.219, -0.065, 0.075, 0.122, 0.122, 0.118, 0.116, 0.081, -0.082, -0.235, -0.192, -0.076, 0.081, 0.108, 0.112, 0.114, 0.112, 0.059, -0.065, -0.229, -0.273, -0.053, 0.081, 0.117, 0.111, 0.112, 0.114, 0.080, -0.078, -0.214, -0.246, -0.083, 0.078, 0.115, 0.112, 0.113, 0.120, 0.078, -0.166, -0.130, 0.078, 0.077, 0.069, 0.072, -0.152, -0.139, 0.070, 0.076, 0.081, 0.066, -0.137, -0.137, 0.074, 0.071, 0.075, 0.051, -0.182, -0.115, 0.077, 0.080, 0.067, 0.073, -0.203, -0.107, 0.070, 0.083, 0.081, 0.082]}


# 3
{"formula": "C7H7N3O", "method": "ωB97M-V with the def2-TZVPD basis set", "lumo_ha": 0.0051, "orbital_gap_ev": 8.7479, "charge": 0, "e_above_lowest_kj_mol": 636.5, "symbols": ["C", "C", "C", "C", "C", "C", "C", "H", "H", "H", "H", "H", "H", "H", "N", "N", "N", "O"], "coordinates": [[2.13651, -0.52256, 0.12883], [0.01092, -1.88393, -0.11048], [-1.35085, -1.96585, -0.10270], [-2.17129, -0.62075, -0.02608], [-0.70604, 2.58779, -0.17124], [0.57401, 1.93932, -0.04763], [0.11117, 0.51911, -0.14998], [2.13806, 0.60697, 0.85573], [2.83709, -0.60996, -0.90610], [2.60855, -1.45495, 1.21272], [0.71876, -2.71194, -0.46873], [-2.17581, -2.80511, -0.18110], [-0.97419, 3.66677, 0.19258], [1.78795, 2.21396, 0.11040], [0.78381, -0.74609, -0.26077], [-1.27009, 0.49161, -0.14536], [-1.69427, 1.75196, -0.09095], [-3.36430, -0.45637, 0.16086]], "forces_ev_per_angstrom": [[3.7811, -0.6688, 2.7745], [1.1264, -1.9686, -2.3850], [-2.7923, 1.7468, 0.1124], [0.4576, -1.1326, 0.6153], [0.9929, 1.9561, 3.0280], [1.2884, -3.4901, -0.5629], [0.7296, 0.6572, -0.0387], [0.5788, -3.8871, -2.6793], [-1.4233, 0.5508, 3.4032], [-1.4676, 2.5867, -3.6878], [-1.5357, 0.3947, 1.3886], [2.7296, 1.1916, 0.2264], [0.7490, -1.9958, -1.4755], [-4.1864, -0.2891, -0.8800], [-2.2445, 3.3580, 1.5610], [1.5757, 1.1378, -0.1937], [-2.5346, 0.4617, -0.6030], [2.1754, -0.6092, -0.6034]], "nbo_charge": [-0.426, 0.044, -0.387, 0.672, -0.029, -0.406, 0.334, 0.256, 0.239, 0.200, 0.228, 0.276, 0.228, 0.263, -0.461, -0.258, -0.249, -0.523]}


Number 1: energy -100072.5693 eV. Number 2: energy -59602.6813 eV. Number 3: energy -13884.3875 eV.